Here is the ion C8H19Cl2N2 with charge +1 in a non-equilibrium geometry from OMol25. Energies are from the ωB97M-V functional and the def2-TZVPD basis.

```
! RIJCOSX wB97M-V def2-TZVPD def2/J DEFGRID3
* xyz 1 1
H 1.083 1.117 -2.515
H -2.078 0.156 1.159
H -3.772 0.526 -0.750
C -0.147 -0.982 2.276
N 0.354 -0.085 1.257
C -0.112 2.031 -0.299
H -1.867 -1.091 0.053
H 0.636 -1.590 2.619
C -2.751 0.713 -0.868
C 1.465 0.717 1.741
C 0.457 -1.822 -1.099
H -0.324 -2.383 -0.451
H 1.919 0.340 2.698
H 1.863 -0.416 -2.495
H 0.574 -2.316 -1.972
H -1.040 -1.549 1.852
H 1.148 1.707 2.258
C -1.843 -0.046 0.131
Cl -2.420 0.273 -2.577
C -0.353 0.322 0.121
H -2.704 1.731 -0.821
H -0.638 -0.393 -1.750
N 0.231 -0.376 -1.196
H -0.608 2.271 -1.155
H 1.339 -2.009 -0.466
H -0.434 -0.476 3.289
Cl -1.013 2.910 0.859
H 0.953 2.102 -0.175
C 1.317 0.224 -1.839
H 1.956 0.583 -1.101
H 2.391 0.864 1.009
*
```

## Properties
HOMO-LUMO gap ... 0.377 Ha
Highest occupied orbital energy ... -12.70 eV
Energy above the lowest of the compared OMol25 structures with the same formula, charge and spin ... 59.2 kcal per mole

Okay, here come the Löwdin numbers, in e, for every atom: H 0.1507; H 0.1152; H 0.0671; C -0.0627; N -0.2028; C -0.4937; H 0.0840; H 0.0667; C -0.4707; C -0.0960; C 0.0040; H 0.1391; H 0.0977; H 0.1086; H 0.0698; H 0.1059; H 0.1038; C -0.1717; Cl 0.6756; C -0.3676; H 0.0114; H 0.0337; N -0.1655; H 0.0167; H 0.1200; H 0.1337; Cl 0.7280; H 0.0494; C -0.0439; H 0.0665; H 0.1272

***

Here is a structure of composition C8H19I2LuO3P2 in a non-equilibrium geometry from OMol25. Energies are from the ωB97M-V functional and the def2-TZVPD basis.

```
! RIJCOSX wB97M-V def2-TZVPD def2/J DEFGRID3
* xyz 2 1
H -2.295 -3.152 -1.669
P -0.060 2.771 -0.099
H 2.238 3.515 -0.208
H -1.753 -3.421 1.198
H -0.052 -3.585 1.717
I 0.554 -0.015 -2.499
C -0.378 3.994 1.221
H -1.403 3.893 1.590
H 2.031 -3.411 0.032
H 2.847 -0.959 3.253
P -0.203 -2.687 -0.529
C -1.239 -3.366 -1.887
H -0.762 -4.784 0.571
H -1.364 4.314 -1.440
H -0.971 -2.882 -2.836
H 1.898 -3.026 -1.707
C 1.394 3.540 -0.910
I -2.455 -0.441 -0.434
O 2.177 0.577 2.027
C 2.180 -0.638 2.443
H -0.211 5.003 0.830
H 1.153 4.579 -1.176
C 1.402 -3.516 -0.862
C -1.094 0.976 2.142
H 1.667 2.968 -1.805
C -0.750 -3.728 0.880
O 1.389 -1.510 1.914
H -1.275 2.679 -2.204
H 1.241 -4.579 -1.092
Lu 0.455 0.058 0.589
H -2.362 2.945 -0.824
H 0.312 3.795 2.046
H -1.078 -4.455 -1.955
O -1.836 1.319 2.950
C -1.399 3.229 -1.264
*
```

## Properties
HOMO-LUMO gap (alpha / beta) ... 0.203 / 0.217 Ha
Highest occupied orbital energy (alpha / beta) ... -16.28 / -16.48 eV
Energy above the lowest of the compared OMol25 structures with the same formula, charge and spin ... 0.0 kcal per mole

Okay, here come the Löwdin numbers, in e, for every atom: H 0.0150; P 0.6440; H 0.0597; H 0.0495; H 0.0479; I 0.5288; C -0.2566; H 0.0525; H 0.0533; H 0.1645; P 0.5747; C -0.2971; H 0.0786; H 0.0725; H 0.0347; H 0.0375; C -0.2635; I 0.5189; O -0.1537; C -0.3976; H 0.0694; H 0.0691; C -0.2333; C -0.1845; H 0.0161; C -0.2423; O -0.2229; H 0.0190; H 0.0822; Lu 1.0094; H 0.0352; H 0.0566; H 0.0757; O 0.1659; C -0.2792

***

Here is the ion C8H19INSi with charge +1 in a non-equilibrium geometry from OMol25. Energies are from the ωB97M-V functional and the def2-TZVPD basis.

```
! RIJCOSX wB97M-V def2-TZVPD def2/J DEFGRID3
* xyz 1 1
H -1.905 -0.632 -1.249
C -0.146 1.968 -1.935
C -1.787 0.700 0.811
C -0.085 -2.451 0.861
H 1.981 -0.883 -0.986
N -0.616 0.001 0.274
H 3.162 0.311 -0.570
H -1.521 1.002 1.781
I -0.370 -0.819 3.437
H -0.860 1.189 -2.195
H -0.255 -3.078 1.684
H 2.265 2.787 0.372
H 0.461 1.884 -2.836
H 1.304 -0.908 1.277
Si 0.788 1.206 -0.444
H -0.156 -1.100 -1.422
H -2.291 1.530 0.270
H -2.210 -2.081 0.819
C -0.982 -0.952 -0.798
C 1.387 2.170 0.912
C -1.356 -2.219 0.064
H -1.564 -3.079 -0.763
H 0.647 2.807 1.542
H -2.559 -0.174 0.964
H 0.728 -2.845 0.164
H 1.996 1.478 1.484
H 2.233 0.208 -2.155
C 0.226 -1.059 1.357
C 2.198 0.140 -1.014
H -0.715 2.900 -1.707
*
```

## Properties
HOMO-LUMO gap ... 0.376 Ha
Highest occupied orbital energy ... -13.35 eV
Energy above the lowest of the compared OMol25 structures with the same formula, charge and spin ... 0.0 kcal per mole

Okay, here come the Löwdin numbers, in e, for every atom: H 0.1268; C -0.1329; C -0.1021; C -0.2709; H -0.0020; N -0.2776; H 0.0513; H -0.0111; I 0.9685; H 0.0120; H 0.0663; H 0.1159; H 0.0397; H 0.0582; Si 0.5468; H 0.0932; H 0.1225; H 0.1269; C -0.1790; C -0.1829; C -0.1536; H 0.1752; H 0.0911; H 0.1259; H 0.1494; H 0.0271; H 0.0829; C -0.5824; C -0.1455; H 0.0603

***

Here is the molecule C8H19N in a non-equilibrium geometry from OMol25. Energies are from the ωB97M-V functional and the def2-TZVPD basis.

```
! RIJCOSX wB97M-V def2-TZVPD def2/J DEFGRID3
* xyz 0 1
C 1.797 -0.024 0.088
H -2.331 1.618 1.498
N -3.657 -0.316 0.202
H 3.411 -1.085 -0.309
H -0.819 -0.347 1.443
H 0.315 0.241 -1.311
H 2.296 -1.909 1.177
H 3.267 1.926 0.489
H -2.727 2.325 -0.073
H -3.756 -1.343 -0.299
H 1.558 -0.825 -1.644
H 3.452 -0.440 1.303
H -1.007 1.816 0.161
C -1.897 1.631 0.272
C -1.374 -0.803 0.417
H -0.677 -1.861 -1.081
H -1.984 0.210 -1.214
C 0.890 -0.447 -0.863
H 0.367 -2.066 -0.075
C -0.215 -1.249 -0.356
H -1.855 -1.919 0.756
H 3.082 1.209 -1.170
C 2.782 -0.953 0.692
C 2.493 1.437 -0.161
H 1.855 2.188 -0.485
H -4.261 0.346 -0.237
H 1.209 0.555 1.092
C -2.213 0.087 -0.314
*
```

## Properties
HOMO-LUMO gap ... 0.380 Ha
Highest occupied orbital energy ... -9.39 eV
Energy above the lowest of the compared OMol25 structures with the same formula, charge and spin ... 182.7 kcal per mole

Okay, here come the Löwdin numbers, in e, for every atom: C -0.5105; H 0.1583; N 0.0184; H 0.1258; H 0.1654; H 0.0847; H 0.1237; H 0.0829; H 0.0737; H 0.1305; H 0.1522; H 0.0411; H -0.0740; C -0.0044; C -0.2545; H 0.1106; H 0.0462; C -0.2638; H 0.0917; C -0.2810; H 0.1821; H 0.1015; C -0.0803; C -0.0704; H 0.0211; H 0.0224; H 0.1837; C -0.3770

***

Here is the ion C8H19N2O with charge +1 in a non-equilibrium geometry from OMol25. Energies are from the ωB97M-V functional and the def2-TZVPD basis.

```
! RIJCOSX wB97M-V def2-TZVPD def2/J DEFGRID3
* xyz 1 1
H 0.620 -2.676 -1.540
C -0.056 -1.411 2.338
N -0.487 0.078 -0.901
H -0.525 -2.637 -0.173
H -1.081 -1.708 2.174
H -2.809 1.008 -0.029
H 2.901 1.373 -0.856
H -1.547 0.243 1.595
H 2.013 1.159 0.677
H 0.144 1.972 -0.286
H 0.637 0.653 -2.667
H 0.532 -2.361 2.013
H -0.543 -0.530 -2.817
H 3.617 0.265 0.169
H 1.336 -2.674 0.035
C 0.640 -0.784 -0.387
C 0.484 -2.273 -0.559
O 1.858 -0.369 -0.770
C -0.610 1.282 0.060
H -2.468 2.669 0.453
H -1.178 1.120 -2.506
N 0.400 -0.285 1.547
H -0.447 1.493 2.164
H -2.046 2.289 -1.179
C -0.568 0.708 1.455
C -2.005 1.850 -0.132
C 2.647 0.700 -0.134
C -0.431 0.420 -2.324
H 0.309 -1.062 3.346
H -1.338 -0.511 -0.765
*
```

## Properties
HOMO-LUMO gap ... 0.360 Ha
Highest occupied orbital energy ... -12.48 eV
Energy above the lowest of the compared OMol25 structures with the same formula, charge and spin ... 78.6 kcal per mole

Okay, here come the Löwdin numbers, in e, for every atom: H 0.0863; C -0.1105; N -0.0470; H 0.1199; H 0.0731; H 0.1292; H 0.0529; H 0.1153; H 0.1007; H 0.1514; H 0.1499; H 0.1032; H 0.1094; H 0.1140; H 0.1139; C -0.3490; C 0.0100; O -0.0858; C -0.2654; H 0.1075; H 0.0707; N -0.0720; H 0.1416; H 0.0923; C -0.2373; C -0.0451; C 0.0204; C 0.0391; H 0.1210; H 0.1905

***

Here is a cluster of 2 separate species, C8H19N2O in total in a non-equilibrium geometry from OMol25. Energies are from the ωB97M-V functional and the def2-TZVPD basis.

```
! RIJCOSX wB97M-V def2-TZVPD def2/J DEFGRID3
* xyz 1 1
H 0.212 2.020 2.252
C -2.105 2.197 1.100
H -2.480 -0.424 3.261
H 1.322 -0.491 0.512
H 2.440 -0.088 -2.989
H 1.409 -0.651 4.170
H -1.893 -0.840 1.509
C 0.893 -2.114 -2.063
H -3.617 -0.013 1.941
C -2.498 -0.176 2.145
C 2.186 -0.009 -1.899
C -0.186 0.057 -2.433
H 2.224 1.028 -1.700
O -0.017 0.224 3.125
H -3.169 2.314 0.775
C 0.534 -0.499 -0.255
H 0.110 -2.509 -1.380
H -0.272 -1.093 -0.076
H -0.520 0.977 -1.914
H 3.125 -0.367 -1.453
H -1.428 2.982 1.199
H 0.742 -2.141 -3.078
H 1.924 -2.591 -1.737
N 0.918 -0.634 -1.600
H 0.141 0.262 -3.411
C -1.755 1.188 1.964
C -0.418 1.218 2.401
H 1.184 1.069 4.541
N 1.272 0.292 3.761
H -0.971 -0.563 -2.304
*
```

## Properties
HOMO-LUMO gap (alpha / beta) ... 0.354 / 0.170 Ha
Highest occupied orbital energy (alpha / beta) ... -12.36 / -9.38 eV
Energy above the lowest of the compared OMol25 structures with the same formula, charge and spin ... 178.5 kcal per mole

Okay, here come the Löwdin numbers, in e, for every atom: H 0.1051; C 0.0483; H 0.1004; H 0.1040; H 0.1294; H 0.1038; H 0.0592; C 0.0598; H 0.1054; C -0.0309; C -0.0481; C 0.0530; H 0.0975; O -0.1426; H 0.0875; C 0.0509; H 0.1118; H 0.0359; H 0.1268; H 0.1204; H 0.0366; H 0.0713; H 0.1584; N -0.4241; H 0.0999; C -0.3420; C -0.1625; H 0.1505; N 0.0676; H 0.0666

***

| no. | DFT total energy (hartree) |
| --- | --- |
| 1 | -1345.7692 |
| 2 | -3055.0872 |
| 3 | -957.8865 |
| 4 | -370.6812 |
| 5 | -500.5989 |
| 6 | -500.4395 |